[1]
# C3H10N2O3S

2 unconnected molecules or ions with the total composition C3H10N2O3S at a distorted geometry (ωB97M-V/def2-TZVPD, the OMol25 dataset).

Each line ends with the Mulliken spin population.
Cartesian coordinates (Å):
C 2.66 0.83 -0.71  -0.010
C 0.78 -0.66 -0.14  0.858
C 1.58 0.36 0.25  0.677
N -0.28 -1.32 0.52  0.084
N 1.72 0.92 1.56  0.191
O -2.97 -1.47 -0.15  0.005
O -2.45 0.86 0.64  0.001
O -3.74 0.52 -1.53  0.001
S -3.54 -0.02 0.08  0.002
H 2.25 1.57 -1.30  0.064
H 3.54 1.20 -0.22  0.006
H 2.89 0.16 -1.55  0.012
H -2.06 -1.31 0.05  0.007
H 0.81 -0.86 -1.23  0.064
H -0.47 -0.90 1.39  -0.018
H -0.12 -2.33 0.67  0.045
H -3.70 -0.24 -2.10  0.000
H 2.03 1.94 1.43  0.023
H 1.07 0.76 2.33  -0.014

Properties
Largest force on an atom   8.48 eV/A
2S+1   3
HOMO energy (alpha / beta)   -0.14414 / -0.36744 Eh
<S²>   2.006
HOMO-LUMO gap (alpha / beta)   4.61 / 9.15 eV

[2]
# C3H6F2O

2 unconnected molecules or ions with the total composition C3H6F2O at a distorted geometry (ωB97M-V/def2-TZVPD, the OMol25 dataset).

Each line ends with the natural charge from an NBO analysis.
Cartesian coordinates (Å):
C 1.12 -0.01 -0.88  -0.710
C -1.41 0.32 1.37  -0.052
C -0.27 -0.40 -0.66  0.683
O -0.52 -1.70 -0.58  -0.691
F -1.96 -0.92 1.67  -0.379
F -1.22 0.16 -1.53  -0.384
H 1.20 1.16 -0.81  0.237
H 1.87 -0.43 -0.31  0.245
H 1.37 -0.18 -1.92  0.232
H -2.20 0.98 0.94  0.158
H -0.76 0.70 2.08  0.148
H -1.53 -1.86 -0.36  0.514

Properties
Largest force on an atom   5.14 eV/A
2S+1   1
HOMO energy   -0.29775 Eh
HOMO-LUMO gap   8.92 eV

[3]
# C53H68N9O2STi

A molecular structure, C53H68N9O2STi (ωB97M-V/def2-TZVPD, the OMol25 dataset).

Each line ends with the Mulliken charge.
Cartesian coordinates (Å):
Ti 0.10 -0.14 0.88  -0.720
C 3.14 -0.73 4.08  -1.551
C 2.85 -1.50 2.81  0.218
N 2.35 -0.68 1.64  0.077
C 3.30 0.44 1.37  -0.967
C 2.91 1.74 2.07  -0.968
S 1.12 1.95 2.30  0.017
C 0.94 2.09 4.11  0.172
C 1.90 1.28 4.98  -1.637
N 1.94 -0.12 4.62  0.230
H 3.58 -1.44 4.78  0.643
H 3.92 0.02 3.91  0.322
H 3.78 -1.98 2.48  0.525
H 2.14 -2.29 3.02  -0.481
H 2.47 -1.31 0.84  0.314
H 4.30 0.15 1.68  0.782
H 3.35 0.60 0.30  0.334
H 3.35 1.81 3.06  0.734
H 3.29 2.59 1.50  0.670
H 1.04 3.16 4.31  0.815
H -0.10 1.81 4.30  -0.243
H 2.90 1.73 4.97  0.358
H 1.56 1.40 6.01  0.558
H 1.54 -0.69 5.35  0.354
C -4.40 4.49 -1.20  -1.306
C -5.24 3.66 -0.26  0.447
C -6.53 4.05 0.10  -0.789
C -7.30 3.29 0.96  -0.857
C -6.80 2.09 1.47  -0.836
C -5.53 1.67 1.12  -0.062
C -4.76 2.47 0.28  0.262
N -3.44 2.05 -0.14  0.172
C -2.50 1.48 0.61  -0.170
N -2.60 1.65 1.93  0.045
C -2.04 0.84 2.94  -0.179
C -0.98 -0.03 2.68  1.904
C -0.63 -0.90 3.72  0.102
C -1.24 -0.86 4.95  -1.539
C -2.23 0.09 5.20  -1.366
C -2.66 0.95 4.20  1.527
C -3.75 1.95 4.46  -1.763
N -1.44 0.83 0.06  1.580
C -1.45 0.96 -1.42  -1.069
C -1.04 2.17 -1.97  0.374
C -1.09 2.38 -3.33  -1.236
C -1.57 1.37 -4.16  -1.304
C -2.03 0.19 -3.61  -0.514
C -2.00 -0.04 -2.23  0.868
C -2.63 -1.29 -1.68  -1.291
H -4.90 5.43 -1.42  0.461
H -4.24 3.98 -2.15  0.333
H -3.42 4.72 -0.77  0.243
H -6.92 4.97 -0.30  0.434
H -8.30 3.62 1.23  0.419
H -7.41 1.48 2.13  0.475
H -5.16 0.72 1.48  0.633
H -3.24 2.15 -1.13  0.146
H -3.39 2.22 2.21  0.219
H 0.14 -1.65 3.57  -0.255
H -0.95 -1.56 5.72  0.652
H -2.71 0.14 6.17  0.484
H -4.05 1.93 5.51  0.476
H -4.65 1.75 3.87  0.321
H -3.44 2.98 4.24  0.386
H -0.71 2.96 -1.31  0.667
H -0.76 3.33 -3.74  0.664
H -1.61 1.52 -5.23  0.563
H -2.45 -0.57 -4.25  0.568
H -2.81 -2.01 -2.48  0.506
H -3.59 -1.07 -1.22  0.291
H -2.00 -1.78 -0.94  -0.043
C 3.74 4.51 -3.71  -1.661
C 4.20 3.10 -3.31  1.789
C 4.47 2.28 -4.58  -1.938
C 5.49 3.19 -2.48  -1.584
C 3.15 2.44 -2.43  0.126
C 2.52 3.13 -1.40  -0.969
C 1.65 2.47 -0.56  -1.804
N 1.32 1.17 -0.67  1.761
C 1.82 0.54 -1.75  -0.353
C 2.76 1.11 -2.59  -1.406
C 1.28 -0.81 -2.05  -0.102
C 1.28 -1.25 -3.36  -1.138
C 0.82 -2.52 -3.70  0.436
C 0.37 -3.29 -2.63  -1.177
C 0.35 -2.76 -1.36  -0.781
N 0.78 -1.53 -1.02  1.330
C 0.87 -3.02 -5.13  1.767
C 0.34 -1.95 -6.09  -1.337
C 0.04 -4.29 -5.31  -1.985
C 2.34 -3.32 -5.45  -1.608
H 4.48 4.94 -4.39  0.468
H 3.66 5.18 -2.86  0.391
H 2.78 4.48 -4.24  0.365
H 5.13 2.84 -5.23  0.461
H 3.55 2.08 -5.14  0.440
H 4.97 1.33 -4.36  0.363
H 6.28 3.65 -3.08  0.446
H 5.84 2.21 -2.17  0.334
H 5.35 3.81 -1.59  0.386
H 2.71 4.18 -1.22  0.509
H 1.17 3.03 0.23  0.734
H 3.18 0.51 -3.38  1.092
H 1.63 -0.58 -4.13  0.727
H 0.01 -4.30 -2.77  0.664
H -0.03 -3.39 -0.58  0.139
H -0.73 -1.76 -5.92  0.279
H 0.46 -2.30 -7.11  0.474
H 0.87 -1.00 -6.01  0.312
H -0.99 -4.16 -4.98  0.421
H 0.47 -5.14 -4.77  0.400
H 0.02 -4.56 -6.36  0.441
H 2.96 -2.42 -5.40  0.326
H 2.42 -3.72 -6.47  0.476
H 2.76 -4.06 -4.77  0.371
O 1.34 -3.80 4.97  -0.355
C 0.67 -5.05 4.80  -0.618
N 1.11 -5.77 3.63  -0.096
C 0.89 -5.34 2.36  -0.218
O 1.52 -5.70 1.39  -0.604
C -0.20 -4.32 2.16  0.526
C -1.55 -4.58 2.35  -0.213
C -2.48 -3.61 1.99  -1.580
C -2.02 -2.42 1.48  -0.405
N -0.72 -2.17 1.28  2.066
C 0.16 -3.12 1.61  -1.716
H 2.19 -3.96 5.40  0.298
H -0.38 -4.81 4.72  0.300
H 0.81 -5.69 5.66  0.505
H 1.84 -6.47 3.73  0.316
H -1.88 -5.53 2.77  0.621
H -3.54 -3.78 2.11  0.557
H -2.71 -1.62 1.23  0.493
H 1.20 -2.93 1.39  0.535

Properties
Largest force on an atom   0.82 eV/A
Net charge   +3
2S+1   1
HOMO energy   -0.55898 Eh
HOMO-LUMO gap   6.70 eV

[4]
# H5NO2P2

A molecular structure, H5NO2P2 at a distorted geometry (ωB97M-V/def2-TZVPD, the OMol25 dataset).

Each line ends with the natural charge from an NBO analysis.
Cartesian coordinates (Å):
N -1.25 1.30 -0.07  -1.139
O -1.94 -0.87 0.73  -0.979
O 0.78 -0.65 0.52  -1.148
P 2.21 -0.23 -0.02  0.697
P -1.09 -0.28 -0.51  1.502
H -0.51 1.75 -0.52  0.391
H -1.23 1.42 0.88  0.401
H -1.51 -1.73 0.90  0.512
H 1.99 0.60 -1.12  -0.128
H 2.55 -1.31 -0.79  -0.108

Properties
Largest force on an atom   3.53 eV/A
2S+1   1
HOMO energy   -0.29526 Eh
HOMO-LUMO gap   8.36 eV

[5]
# C10H10O

C10H10O in the gas phase at a distorted geometry (ωB97M-V/def2-TZVPD, the OMol25 dataset).

Each line ends with the natural charge from an NBO analysis.
Cartesian coordinates (Å):
C 1.66 1.74 -0.26  -0.639
C 1.18 0.35 0.00  -0.026
C -0.27 0.02 -0.08  -0.056
C -1.02 0.89 0.73  -0.216
C -2.41 0.48 0.89  -0.198
C -2.84 -0.64 0.20  -0.230
C -2.08 -1.34 -0.71  -0.195
C -0.71 -1.10 -0.76  -0.188
C 2.11 -0.82 -0.69  0.014
O 1.71 -1.81 0.20  -0.479
C 2.11 -0.60 0.77  0.038
H 2.52 1.88 0.45  0.215
H 0.74 2.31 0.02  0.233
H 2.01 1.83 -1.33  0.230
H -0.66 1.72 1.36  0.219
H -3.14 1.05 1.41  0.210
H -3.88 -1.00 0.25  0.209
H -2.55 -2.21 -1.21  0.214
H 0.01 -1.54 -1.45  0.226
H 2.79 -0.80 -1.41  0.198
H 2.72 -0.40 1.64  0.219

Properties
Largest force on an atom   6.15 eV/A
SMILES   C[C@@]1(c2ccccc2)[C@@H]2O[C@@H]21
2S+1   1
HOMO energy   -0.31140 Eh
HOMO-LUMO gap   9.45 eV

So what do the calculations give for E? Going down the list: -853.5231; -392.7541; -3950.6667; -890.9369; -462.1215 Ha.
So what do the calculations give for relative energy (zero: lowest compared OMol25 entry of this formula, charge and spin)? Going down the list: 0.000; 3.145; 0.000; 1.442; 5.102 eV.